ORCA calculation (wB97M-V/def2-TZVPD) on an isolated ion of composition C5H7N4OS and charge +1 at a distorted geometry.

Atoms and positions in Å:
C (0.79, 1.80, 0.52)
C (-0.66, -0.01, 1.08)
C (1.99, -1.24, 0.02)
C (1.95, 1.59, -0.17)
C (-0.19, -0.80, -1.24)
N (0.13, 0.92, 1.39)
N (-1.05, -0.49, -0.29)
N (1.05, -1.11, -1.10)
N (-1.13, -0.86, 2.01)
O (2.31, -2.31, 0.43)
S (2.89, 0.19, 0.43)
H (0.41, 2.81, 0.69)
H (2.50, 2.18, -0.90)
H (-0.58, -0.93, -2.16)
H (-1.92, -0.16, -0.67)
H (1.47, -1.66, -1.84)
H (-0.54, -1.10, 2.83)
H (-1.57, -1.67, 1.53)

Summary:
- molecular weight (g/mol) = 171.21
- gap between HOMO and LUMO (hartree) = 0.324
- SMILES = N/C1=N/C=C\SC(=O)/[NH+]=C\N1
- total charge = +1
- energy relative to the best compared isomer or geometry (same formula, charge and spin) (kJ/mol) = 48.8
- LUMO (eV) = -4.20
- 2S+1 = 1
- HOMO level (eV) = -13.01

Mulliken atomic charge list, values in e, 2 entries: C -0.04; C 0.46


ORCA calculation (wB97M-V/def2-TZVPD) on one molecule with the formula C9H10N2.

Atoms and positions in Å:
C (-1.76, 2.45, 0.11)
C (-1.46, 0.36, 1.13)
C (-0.41, 0.56, 0.05)
C (-0.59, 1.75, -0.51)
C (0.58, -0.47, -0.29)
C (0.48, -1.79, 0.19)
C (1.44, -2.73, -0.17)
C (2.49, -2.32, -0.98)
C (1.70, -0.18, -1.07)
H (-1.59, 3.49, 0.34)
H (-2.63, 2.44, -0.55)
H (-1.60, 2.14, 2.12)
H (-2.22, -0.37, 0.81)
H (-1.06, -0.03, 2.08)
H (-0.05, 2.11, -1.37)
H (-0.40, -2.09, 0.78)
H (1.39, -3.77, 0.16)
H (3.26, -3.01, -1.32)
H (1.85, 0.84, -1.43)
N (-2.07, 1.68, 1.34)
N (2.64, -1.06, -1.41)

Summary:
- molecular weight (g/mol) = 146.19
- gap between HOMO and LUMO (hartree) = 0.345
- SMILES = C1=C(c2cccnc2)CNC1
- energy relative to the best compared isomer or geometry (same formula, charge and spin) (kJ/mol) = 94.1
- LUMO (eV) = 0.69
- 2S+1 = 1
- HOMO level (eV) = -8.69

Mulliken atomic charge list, values in e, 2 entries: C -0.74; C -0.87


ORCA calculation (wB97M-V/def2-TZVPD) on C3H5NO2S as an isolated structure at a distorted geometry.

Atoms and positions in Å:
C (0.83, 0.77, 0.20)
C (-1.57, -0.48, -0.17)
C (-1.02, 0.58, 0.62)
N (1.21, -0.44, 0.10)
O (1.36, 1.79, -0.09)
O (2.46, -0.80, -0.37)
S (-2.00, 1.19, -0.68)
H (-0.87, -0.95, -0.94)
H (-2.48, -1.09, 0.22)
H (-1.43, 0.76, 1.58)
H (0.81, -1.31, 0.36)
H (2.72, -0.03, -0.83)

Summary:
- molecular weight (g/mol) = 119.14
- gap between HOMO and LUMO (hartree) = 0.345
- energy relative to the best compared isomer or geometry (same formula, charge and spin) (kJ/mol) = 379.4
- LUMO (eV) = 0.68
- 2S+1 = 1
- HOMO level (eV) = -8.70

Mulliken atomic charge list, values in e, 2 entries: C 0.54; C -0.71


> The lowest gap between HOMO and LUMO belongs to which entry?

C5H7N4OS


> Among the records above, which one has the highest molecular weight?

C5H7N4OS